{
  "formula": "C2H10N3OP",
  "method": "wB97M-V/def2-TZVPD",
  "species": ["C", "C", "N", "N", "N", "O", "P", "H", "H", "H", "H", "H", "H", "H", "H", "H", "H"],
  "xyz": [[-1.08145, -0.17680, -1.32612], [-1.04239, -1.69443, 0.51176], [2.18354, 1.13693, -0.59895], [-0.66966, 0.59981, 0.81698], [-1.25669, -0.40615, 0.11143], [1.92669, 1.71096, 1.91258], [1.77726, 0.39023, 0.96220], [-1.92197, -0.62268, -1.96695], [-0.95783, 0.82083, -1.56105], [-0.20645, -0.88248, -1.53646], [-0.89011, -1.87197, 1.52867], [-2.05485, -2.05477, 0.34873], [-0.37838, -2.25201, -0.09256], [2.32709, 0.57631, -1.44517], [1.34015, 1.65720, -0.91460], [-0.80321, 0.44731, 1.80502], [1.70826, 2.62172, 1.44448]],
  "mulliken_charge": [-0.707, -1.108, -0.682, -0.794, 0.277, -0.475, 0.391, 0.215, 0.305, 0.245, 0.385, 0.410, 0.355, 0.272, 0.289, 0.266, 0.357],
  "de_lowest_kj_mol": 486.4,
  "orbital_gap_ha": [0.2780, 0.2781],
  "e_lumo_ev": [0.790, 0.790]
}

=====

{
  "formula": "C6H6N4S",
  "method": "wB97M-V/def2-TZVPD",
  "species": ["C", "S", "C", "N", "C", "N", "C", "N", "C", "N", "C", "H", "H", "H", "H", "H", "H"],
  "xyz": [[-3.44317, -0.07916, 0.17388], [-2.14385, -1.20293, -0.25493], [-0.70992, 0.00291, -0.02306], [-0.77755, 1.31291, -0.02991], [0.35846, 1.97091, -0.09146], [1.69565, 1.63365, -0.12129], [1.67897, 0.27353, -0.10469], [2.88705, -0.44714, -0.05069], [2.49565, -1.75481, 0.09404], [1.14320, -1.91510, -0.02423], [0.57118, -0.65442, -0.19667], [-4.37915, -0.56425, 0.11588], [-3.49246, 0.70291, -0.61774], [-3.29309, 0.34881, 1.27718], [0.21106, 3.07847, -0.22013], [3.85178, -0.24451, -0.07967], [3.34620, -2.46179, 0.15349]],
  "mulliken_charge": [-0.798, -0.031, 0.188, -0.429, -0.136, -0.604, 0.329, 0.001, -0.098, -0.655, 0.494, 0.381, 0.254, 0.241, 0.361, 0.175, 0.327],
  "de_lowest_kj_mol": 162.6,
  "smiles": "CSc1ncnc2[nH]cnc12",
  "orbital_gap_ha": 0.3164,
  "e_lumo_ev": 0.138
}

=====

{
  "formula": "C28H28MnN4O3S2",
  "method": "wB97M-V/def2-TZVPD",
  "species": ["Mn", "C", "C", "C", "C", "C", "C", "C", "C", "C", "C", "N", "C", "C", "C", "C", "C", "N", "H", "H", "H", "H", "H", "H", "H", "H", "H", "H", "H", "H", "H", "H", "H", "H", "H", "O", "C", "C", "C", "C", "C", "C", "N", "H", "H", "H", "H", "H", "H", "H", "O", "S", "O", "N", "C", "S", "C", "C", "C", "C", "C", "C", "H", "H", "H", "H"],
  "xyz": [[-1.10158, -0.08133, 0.18825], [1.00335, 3.49030, 1.79144], [0.79778, 1.98454, 1.70243], [2.04898, 1.16639, 1.48170], [3.31053, 1.73647, 1.58127], [4.44496, 0.98811, 1.32566], [4.32071, -0.33104, 0.92772], [3.07839, -0.94294, 0.80500], [3.03715, -2.34246, 0.21891], [2.26401, -2.47169, -1.09703], [1.94246, -0.18763, 1.14105], [0.63968, -0.76038, 1.06450], [0.45478, -1.92656, 1.61589], [-0.73727, -2.62649, 1.35510], [-1.22542, -3.88730, 1.73213], [-2.42610, -4.05071, 1.05262], [-2.61838, -2.88026, 0.29441], [-1.61236, -2.02703, 0.47513], [0.03823, 3.99429, 1.85204], [1.52077, 3.86386, 0.90755], [1.57790, 3.76938, 2.67602], [0.09888, 1.80701, 0.87117], [0.28446, 1.62989, 2.60056], [3.41133, 2.78042, 1.84336], [5.42347, 1.44365, 1.40348], [5.20724, -0.89883, 0.67212], [2.66112, -3.07436, 0.93491], [4.07321, -2.63493, 0.03608], [1.19482, -2.29990, -0.96782], [2.39534, -3.47540, -1.50296], [2.63068, -1.74778, -1.82344], [1.22526, -2.35924, 2.24902], [-0.74487, -4.58918, 2.39574], [-3.07863, -4.90801, 1.07704], [-3.43516, -2.64019, -0.37042], [-2.65882, 1.16632, -0.30237], [-3.78664, 0.99550, 0.54741], [-3.26620, 0.87413, 1.94524], [-3.96695, 1.34041, 3.04306], [-3.45660, 1.10626, 4.30945], [-2.26649, 0.40988, 4.43011], [-1.61938, -0.00259, 3.27805], [-2.09744, 0.23295, 2.05719], [-2.88901, 0.86171, -1.21438], [-4.30184, 0.06380, 0.28487], [-4.47988, 1.83174, 0.44238], [-4.89718, 1.87330, 2.90172], [-3.97991, 1.46278, 5.18651], [-1.83388, 0.19269, 5.39583], [-0.68341, -0.54136, 3.32464], [0.78357, 2.60685, -1.70632], [0.99325, 1.24578, -2.11766], [2.20097, 0.59873, -1.71039], [-0.36544, 0.35929, -1.70443], [-1.08454, 0.03586, -2.77726], [-2.61615, -0.64989, -2.73653], [-0.42190, 0.38761, -4.06116], [-0.85117, 0.11835, -5.34951], [-0.05932, 0.54771, -6.40553], [1.12909, 1.23879, -6.17964], [1.55592, 1.51695, -4.88738], [0.75673, 1.07378, -3.85521], [-1.77876, -0.41395, -5.50919], [-0.36848, 0.34373, -7.42203], [1.72754, 1.56115, -7.02109], [2.47659, 2.05108, -4.69701]],
  "mulliken_charge": [0.183, -2.079, 1.159, 1.001, -0.778, -1.346, -1.144, 0.471, -0.873, -0.805, -0.355, 1.589, -0.721, 0.019, -1.172, -0.830, -0.560, 0.603, 0.518, 0.377, 0.396, -0.080, 0.148, 0.383, 0.387, 0.353, 0.325, 0.435, -0.030, 0.472, 0.204, 0.635, 0.497, 0.446, 0.431, -0.569, -0.759, 0.801, -1.010, -0.377, -0.940, -0.138, 0.628, 0.132, 0.222, 0.482, 0.479, 0.412, 0.463, 0.295, -0.673, 0.811, -0.524, 0.443, 0.801, -0.514, -0.031, -0.960, -0.517, -0.598, -0.640, 0.249, 0.462, 0.403, 0.401, 0.509],
  "spin_multiplicity": 2,
  "de_lowest_kj_mol": 0.0,
  "orbital_gap_ha": [0.2647, 0.2653],
  "e_lumo_ev": [-0.116, -0.155]
}

=====

{
  "formula": "C25H53Cl8O19P",
  "method": "wB97M-V/def2-TZVPD",
  "species": ["C", "C", "O", "P", "O", "O", "C", "C", "O", "C", "C", "H", "H", "H", "H", "H", "H", "H", "H", "H", "H", "H", "H", "H", "H", "H", "C", "O", "C", "O", "O", "C", "H", "H", "H", "H", "H", "H", "C", "O", "C", "O", "O", "C", "H", "H", "H", "H", "H", "H", "C", "O", "C", "O", "O", "C", "H", "H", "H", "H", "H", "H", "C", "O", "C", "O", "O", "C", "H", "H", "H", "H", "H", "H", "C", "O", "C", "O", "O", "C", "H", "H", "H", "H", "H", "H", "Cl", "C", "Cl", "H", "H", "Cl", "C", "Cl", "H", "H", "Cl", "C", "Cl", "H", "H", "Cl", "C", "Cl", "H", "H"],
  "xyz": [[-0.64377, 6.82919, 0.92428], [-2.09313, 7.10508, 0.46125], [-2.95031, 5.95215, 0.08588], [-2.86602, 5.24442, -1.32416], [-1.53220, 5.13217, -1.97327], [-3.77295, 6.18292, -2.22076], [-5.11299, 6.41136, -1.70310], [-6.21972, 6.46997, -2.76644], [-3.70115, 3.94966, -1.00132], [-3.99618, 3.08282, -2.20714], [-5.20576, 2.30364, -1.91373], [0.00274, 6.60152, 0.07800], [-0.31007, 7.78868, 1.27396], [-0.67713, 6.04549, 1.72333], [-2.58096, 7.57448, 1.30849], [-2.16652, 7.78046, -0.38224], [-5.38128, 5.55682, -1.09529], [-5.10047, 7.26213, -1.04515], [-6.02244, 7.26318, -3.48694], [-6.28383, 5.55013, -3.31091], [-7.21740, 6.55488, -2.28302], [-4.13423, 3.68327, -3.06584], [-3.13612, 2.43661, -2.33975], [-5.03145, 1.64298, -1.05334], [-6.08301, 2.90382, -1.84021], [-5.39579, 1.58620, -2.74505], [2.10940, -4.78487, 0.80062], [1.75160, -3.94931, -0.28999], [1.51039, -4.64022, -1.45203], [1.51576, -5.83747, -1.61572], [1.21150, -3.69749, -2.30840], [1.27092, -4.05349, -3.71286], [1.87362, -4.23264, 1.71465], [3.16888, -5.04977, 0.77986], [1.50084, -5.67493, 0.82313], [1.04183, -3.13798, -4.25276], [0.55417, -4.84406, -4.00149], [2.28538, -4.44373, -3.93626], [-2.10231, -1.95790, -1.94357], [-2.70223, -2.92554, -2.81853], [-2.37095, -4.20151, -2.57578], [-2.62306, -5.02678, -3.39752], [-1.83624, -4.39868, -1.35122], [-1.58744, -5.81129, -1.08973], [-1.10184, -1.75076, -2.34922], [-2.07907, -2.35565, -0.87293], [-2.65650, -1.05222, -2.11881], [-1.53209, -6.33637, -2.05599], [-2.44281, -6.18392, -0.57155], [-0.69788, -5.90759, -0.53568], [0.12069, -1.76102, 1.57608], [0.04758, -0.46915, 0.89057], [-0.07394, 0.66651, 1.49266], [-0.37331, 0.84835, 2.67619], [0.16204, 1.58368, 0.64393], [-0.23130, 2.94505, 1.11317], [0.89327, -2.19266, 0.93052], [-0.83504, -2.20719, 1.51532], [0.36035, -1.62926, 2.67471], [-1.27387, 2.96048, 1.46802], [-0.15243, 3.52903, 0.17892], [0.45350, 3.28797, 1.85529], [4.65486, -2.24992, 2.75511], [3.30222, -2.60564, 3.15357], [3.09617, -2.53576, 4.50123], [3.88835, -2.40170, 5.32406], [1.76989, -2.64553, 4.65300], [1.47824, -2.96211, 6.00643], [4.78687, -2.46237, 1.67430], [5.30060, -2.96520, 3.23119], [4.81819, -1.17350, 3.07226], [1.70924, -2.08063, 6.61515], [2.13426, -3.74148, 6.30524], [0.45662, -3.25373, 6.02178], [3.87264, -0.91494, -3.07223], [3.99056, -2.36665, -2.96156], [4.76850, -2.94035, -2.02909], [5.54255, -2.41403, -1.33031], [4.47248, -4.24022, -2.00102], [5.22503, -4.99266, -0.99026], [3.00718, -0.87130, -3.74437], [4.72066, -0.57601, -3.64728], [3.82151, -0.37368, -2.12273], [6.10428, -5.30082, -1.52266], [4.55956, -5.79689, -0.82928], [5.36473, -4.29704, -0.16338], [-0.18262, 2.79472, -3.09462], [0.69465, 1.26294, -3.38159], [-0.05664, 0.37994, -4.69553], [1.68123, 1.42590, -3.70325], [0.64613, 0.79822, -2.41670], [4.35559, 2.71980, -2.29728], [3.09098, 2.70755, -1.04861], [3.66487, 2.25586, 0.63222], [2.60028, 3.66282, -0.89691], [2.44863, 1.93851, -1.42049], [-0.44906, 1.74211, 6.21583], [0.94988, 0.95654, 5.50848], [2.32460, 0.96952, 6.71506], [0.79972, -0.07492, 5.25463], [1.31502, 1.44528, 4.64502], [-1.95221, -1.94296, 4.31785], [-2.88939, -0.51458, 3.89912], [-3.38552, -0.49470, 2.19085], [-3.74221, -0.42137, 4.59405], [-2.30631, 0.34932, 4.10163]],
  "mulliken_charge": [-0.942, -0.408, -0.322, 0.985, -0.657, -0.393, -0.133, -1.271, -0.287, 0.081, -1.365, 0.261, 0.458, 0.137, 0.352, 0.384, 0.259, 0.330, 0.347, 0.290, 0.360, 0.393, 0.092, 0.263, 0.379, 0.396, -0.431, 0.260, 0.027, -0.562, 0.325, -0.918, -0.010, 0.087, 0.321, 0.216, 0.335, 0.282, -0.152, -0.436, 0.821, -0.587, -0.264, -0.670, 0.020, 0.233, 0.257, 0.371, 0.360, 0.047, 0.182, -0.241, 0.411, -0.634, 0.152, -0.796, -0.158, 0.389, -0.161, 0.352, 0.108, 0.401, -0.526, -0.015, 0.529, -0.488, -0.101, -0.888, -0.016, 0.355, 0.279, 0.310, 0.378, 0.209, -0.688, -0.319, 0.876, -0.564, -0.275, -0.758, 0.182, 0.406, 0.343, 0.268, 0.263, 0.291, -0.043, -0.041, -0.166, 0.369, -0.077, -0.166, 0.497, -0.178, 0.330, -0.519, -0.167, 0.571, -0.214, -0.297, 0.111, -0.139, 0.017, -0.136, 0.410, -0.141],
  "smiles": "CCOP(=O)(OCC)OCC.COC(=O)OC.COC(=O)OC.COC(=O)OC.COC(=O)OC.COC(=O)OC.ClCCl.ClCCl.ClCCl.ClCCl",
  "orbital_gap_ha": 0.4070,
  "e_lumo_ev": 0.430
}